1.
{"formula": "C2H4F3N", "method": "ωB97M-V/def2-TZVPD", "symbols": ["C", "C", "N", "F", "F", "F", "H", "H", "H", "H"], "coordinates": [[-0.432, 0.255, 0.582], [-0.687, -0.766, -0.514], [1.485, 0.446, 0.620], [-2.050, -0.898, -0.752], [1.919, 0.031, -0.759], [1.663, 1.768, 0.720], [-0.696, 0.037, 1.601], [-0.684, 1.367, 0.324], [-0.186, -1.803, -0.375], [-0.331, -0.437, -1.447]], "atomic_forces_ev_per_a": [[3.043, 2.613, -1.523], [0.480, -1.481, 0.367], [-2.734, -2.620, -0.533], [-0.276, -0.249, 0.701], [-0.827, 1.336, 1.789], [0.061, 0.643, -0.790], [0.171, -0.384, 0.277], [0.253, -2.288, 0.264], [-1.073, 1.680, 0.375], [0.903, 0.750, -0.926]], "lowdin_charge": [0.03, -0.25, 0.02, -0.06, -0.13, -0.05, 0.08, 0.13, 0.15, 0.08], "gap_ev": 10.86, "e_above_lowest_ev": 6.099, "spin_multiplicity": 1, "homo_ev": -10.478}

=====

2.
{"formula": "C2H4F3NO5RuS2", "method": "ωB97M-V/def2-TZVPD", "symbols": ["N", "S", "O", "O", "S", "O", "O", "C", "F", "F", "F", "Ru", "O", "H", "C", "H", "H", "H"], "coordinates": [[-0.286, 1.273, -1.031], [1.329, 1.423, -1.106], [1.904, 1.053, 0.402], [1.944, 0.158, -1.721], [-0.953, -0.158, -0.832], [-0.057, -1.161, -0.176], [-1.684, -0.640, -1.994], [-2.255, 0.174, 0.459], [-1.692, 0.530, 1.595], [-3.047, 1.139, 0.031], [-2.954, -0.932, 0.636], [1.939, -1.007, -0.022], [2.645, -1.314, 1.660], [3.160, -2.062, 1.959], [1.824, 1.581, 1.903], [0.789, 1.943, 1.831], [2.554, 1.105, 2.564], [2.268, 2.575, 2.065]], "atomic_forces_ev_per_a": [[1.924, -0.447, 0.319], [-1.763, 1.475, -1.323], [1.392, 0.423, 2.550], [-0.361, 0.614, -0.166], [-2.931, -0.208, -2.593], [-0.936, -0.106, 0.236], [1.567, 0.717, 1.971], [-0.577, -0.071, -0.113], [0.433, 0.140, 0.357], [0.250, -0.064, -0.111], [0.247, -0.003, -0.112], [1.554, -1.747, -0.109], [0.323, -0.445, 0.630], [0.316, -0.328, 0.425], [-0.333, 2.950, -1.908], [-0.167, -1.557, 1.700], [-1.416, -1.626, -0.237], [0.479, 0.284, -1.517]], "mulliken_spin": [0.01, 0.02, 0.10, 0.09, 0.04, 0.13, 0.01, 0.00, 0.00, 0.00, 0.00, 4.17, 0.38, 0.02, 0.01, 0.00, 0.00, 0.00], "total_charge": 1, "gap_ev": [10.37, 8.05], "e_above_lowest_ev": 1.056, "spin_multiplicity": 6, "homo_ev": [-14.480, -15.321], "s_squared": 8.76}

=====

3.
{"formula": "C2H4F3NOS", "method": "ωB97M-V/def2-TZVPD", "symbols": ["C", "C", "N", "O", "F", "F", "F", "S", "H", "H", "H", "H"], "coordinates": [[-1.166, -0.498, -0.889], [1.926, -0.250, 0.044], [-1.394, 0.529, 1.595], [-0.757, 2.182, -0.319], [2.250, -0.725, -1.166], [2.873, 0.567, 0.587], [1.833, -1.320, 0.896], [-0.585, 0.875, 0.344], [-0.458, -0.395, -1.740], [-1.045, -1.537, -0.585], [-2.070, -0.284, -1.332], [-1.407, 0.857, 2.565]], "atomic_forces_ev_per_a": [[3.457, 0.563, -0.079], [0.729, -0.680, 1.766], [0.544, -0.678, -0.196], [0.719, -1.367, 0.496], [-0.134, 0.880, 0.883], [-1.095, -0.779, -1.323], [-0.298, 1.113, -1.023], [-1.668, -0.773, -0.833], [-0.063, 0.251, 0.604], [-0.211, 0.381, 0.835], [-2.397, 0.681, -0.208], [0.418, 0.409, -0.922]], "lowdin_charge": [-0.14, -0.40, -0.23, -0.42, 0.11, 0.08, 0.07, 0.77, 0.05, 0.06, 0.02, 0.04], "gap_ev": [7.97, 8.58], "e_above_lowest_ev": 3.545, "spin_multiplicity": 1, "homo_ev": [-9.359, -10.352]}

=====

4.
{"formula": "C2H4F3O", "method": "ωB97M-V/def2-TZVPD", "symbols": ["C", "F", "F", "F", "O", "H", "C", "H", "H", "H"], "coordinates": [[1.922, -0.018, -0.001], [2.023, 0.809, 1.041], [1.992, 0.730, -1.103], [2.955, -0.854, 0.015], [0.814, -0.771, 0.042], [-0.615, -0.289, 0.017], [-2.029, 0.041, 0.000], [-2.409, -0.148, -1.010], [-2.534, -0.600, 0.730], [-2.118, 1.099, 0.268]], "atomic_forces_ev_per_a": [[-0.775, 0.314, -0.017], [0.125, 0.250, 0.267], [0.114, 0.230, -0.288], [0.190, -0.157, 0.008], [-1.079, -0.658, 0.029], [-1.457, 0.553, -0.034], [1.442, -0.208, -0.016], [0.523, -0.035, 0.179], [0.551, 0.009, -0.077], [0.366, -0.298, -0.051]], "mulliken_spin": [-0.02, 0.00, 0.00, 0.05, 0.57, 0.00, 0.39, 0.00, 0.00, 0.00], "gap_ev": [12.63, 8.55], "e_above_lowest_ev": 0.606, "spin_multiplicity": 2, "homo_ev": [-11.818, -12.269], "s_squared": 0.76}

=====

5.
{"formula": "C2H4F3P", "method": "ωB97M-V/def2-TZVPD", "symbols": ["C", "C", "F", "F", "F", "P", "H", "H", "H", "H"], "coordinates": [[-1.577, -0.133, 0.783], [1.852, 0.543, -0.427], [2.481, 1.039, 0.684], [2.487, 1.064, -1.509], [1.985, -0.783, -0.434], [-1.365, 0.184, -1.063], [-2.177, 0.387, 1.477], [-0.594, 0.133, 1.047], [-1.778, -1.153, 0.848], [-1.313, -1.281, -1.407]], "atomic_forces_ev_per_a": [[0.320, 0.403, -1.840], [2.203, 0.232, -0.098], [-1.212, -0.505, -1.141], [-1.069, -0.512, 1.033], [-0.288, 0.644, 0.027], [-0.284, -0.878, 0.115], [-1.225, 1.066, 0.018], [1.503, -0.274, 0.941], [0.008, -1.655, 0.611], [0.044, 1.477, 0.334]], "lowdin_charge": [-0.44, -0.38, 0.07, 0.08, 0.09, 0.73, 0.01, -0.04, -0.02, -0.12], "gap_ev": [8.89, 7.27], "e_above_lowest_ev": 4.381, "spin_multiplicity": 1, "homo_ev": [-9.963, -8.638]}

=====

6.
{"formula": "C2H4FIO", "method": "ωB97M-V/def2-TZVPD", "symbols": ["C", "O", "C", "F", "I", "H", "H", "H", "H"], "coordinates": [[0.538, -0.188, 1.148], [0.845, -0.299, -0.278], [1.854, 0.498, -0.578], [1.571, 1.806, -0.110], [3.863, -0.144, 0.083], [1.284, -0.668, 1.795], [-0.531, -0.606, 1.210], [0.376, 0.865, 1.255], [1.955, 0.525, -1.703]], "atomic_forces_ev_per_a": [[-2.829, -0.780, -1.027], [0.183, -0.738, 1.342], [0.224, 1.376, -2.124], [0.994, -0.973, -0.651], [-0.501, 0.265, 0.138], [-0.286, 0.210, -0.306], [1.883, 0.043, 0.235], [0.351, 0.391, 1.048], [-0.018, 0.206, 1.345]], "lowdin_charge": [-0.06, -0.17, -0.80, -0.09, 0.74, 0.07, 0.12, 0.07, 0.11], "gap_ev": 10.14, "e_above_lowest_ev": 0.291, "spin_multiplicity": 1, "smiles": "CO[C@@H](F)I", "homo_ev": -9.801}

=====

7.
{"formula": "C2H4FIO", "method": "ωB97M-V/def2-TZVPD", "symbols": ["C", "C", "O", "F", "I", "H", "H", "H", "H"], "coordinates": [[-0.502, 0.469, -0.178], [1.802, -1.295, 0.508], [-0.098, -0.127, 0.920], [1.417, -2.243, -0.311], [3.014, 0.260, -0.102], [0.377, 0.641, -0.799], [-1.011, 1.413, -0.127], [-1.158, -0.125, -0.745], [1.686, -1.554, 1.613]], "atomic_forces_ev_per_a": [[0.558, 0.446, -2.003], [-3.195, 1.212, 2.229], [2.740, -2.272, 2.563], [0.612, 0.651, 0.134], [-0.316, -0.777, 0.007], [0.272, 0.620, -0.854], [-0.082, 0.995, 0.873], [-1.145, -1.201, -1.189], [0.557, 0.326, -1.761]], "lowdin_charge": [-0.36, -0.63, -0.24, 0.01, 1.00, 0.00, 0.08, 0.05, 0.10], "gap_ev": 7.99, "e_above_lowest_ev": 3.727, "spin_multiplicity": 1, "homo_ev": -8.845}

=====

8.
{"formula": "C2H4FIO", "method": "ωB97M-V/def2-TZVPD", "symbols": ["C", "C", "O", "F", "I", "H", "H", "H", "H"], "coordinates": [[0.706, -0.521, 0.909], [-0.569, 0.378, -0.891], [0.429, 0.407, -0.128], [-1.823, 1.023, 0.029], [-0.275, 1.689, -2.526], [1.734, -1.021, 0.816], [0.007, -1.444, 1.069], [0.645, 0.063, 1.891], [-0.856, -0.574, -1.168]], "atomic_forces_ev_per_a": [[-0.027, -1.927, 2.536], [-3.068, 2.751, 0.948], [3.295, 0.221, 1.769], [2.104, -1.474, -2.121], [-0.322, -0.120, 0.120], [-1.294, 1.287, -0.256], [0.607, 1.918, -0.929], [0.243, -0.838, -1.432], [-1.539, -1.818, -0.635]], "lowdin_charge": [-0.07, -0.77, -0.22, -0.26, 0.90, 0.11, 0.12, 0.11, 0.06], "gap_ev": 10.21, "e_above_lowest_ev": 1.332, "spin_multiplicity": 1, "homo_ev": -9.982}

=====

9.
{"formula": "C2H4FN", "method": "ωB97M-V/def2-TZVPD", "symbols": ["C", "N", "C", "F", "H", "H", "H", "H"], "coordinates": [[0.465, 0.043, 0.834], [-0.249, 0.697, -0.208], [-0.718, 0.004, -1.111], [-1.182, 0.536, -2.168], [1.508, 0.392, 0.775], [0.488, -0.994, 1.101], [0.211, 0.440, 1.893], [-0.524, -1.118, -1.116]], "atomic_forces_ev_per_a": [[1.210, 2.168, 3.528], [-0.226, 0.489, 0.828], [2.235, -3.034, 1.676], [-1.559, 0.825, -2.349], [-0.153, -0.315, -0.214], [-0.484, -1.263, -1.197], [-0.146, -0.001, -1.753], [-0.877, 1.132, -0.520]], "lowdin_charge": [-0.18, 0.02, -0.34, 0.11, 0.08, 0.06, 0.10, 0.15], "gap_ev": 11.61, "e_above_lowest_ev": 0.816, "spin_multiplicity": 1, "smiles": "C/N=C/F", "homo_ev": -10.454}

=====

10.
{"formula": "C2H4FNO2", "method": "ωB97M-V/def2-TZVPD", "symbols": ["C", "C", "N", "O", "O", "F", "H", "H", "H", "H"], "coordinates": [[-1.431, -0.324, 0.451], [0.754, -0.450, -0.016], [0.995, 0.907, -0.446], [0.939, 1.723, 0.456], [1.205, 1.102, -1.609], [0.877, -1.257, -1.053], [-1.577, 0.649, 1.092], [-1.559, -1.260, 0.882], [-1.455, -0.274, -0.592], [1.252, -0.815, 0.835]], "atomic_forces_ev_per_a": [[4.275, 3.041, 0.867], [-4.173, -0.126, 0.036], [0.225, 0.005, 1.319], [0.155, 0.560, -0.139], [0.035, 0.515, -0.691], [-0.060, -0.768, -0.373], [0.335, -2.205, -1.486], [-0.502, -1.445, 0.823], [-1.064, 0.260, -1.384], [0.773, 0.164, 1.028]], "lowdin_charge": [0.15, -0.15, -0.43, 0.05, 0.11, 0.06, 0.09, -0.01, 0.00, 0.12], "gap_ev": 9.48, "e_above_lowest_ev": 5.934, "spin_multiplicity": 1, "homo_ev": -10.121}

=====

11.
{"formula": "C2H4FNOS", "method": "ωB97M-V/def2-TZVPD", "symbols": ["C", "C", "N", "O", "F", "S", "H", "H", "H", "H"], "coordinates": [[0.649, -0.453, 0.610], [-1.311, 0.327, -0.759], [0.033, -0.157, -0.576], [2.337, -0.681, 2.374], [0.893, 0.296, -1.652], [2.260, -0.323, 0.936], [-0.104, -0.559, 1.311], [-1.338, 1.220, -0.185], [-1.475, 0.722, -1.790], [-1.943, -0.393, -0.269]], "atomic_forces_ev_per_a": [[0.940, 1.921, -3.590], [0.989, 1.298, 0.029], [1.724, -1.021, -1.834], [0.941, -0.026, 0.562], [-0.855, -0.452, 1.799], [-1.331, -0.484, 0.368], [-0.945, -0.666, 1.940], [-0.623, 1.142, 0.764], [-0.090, -1.406, 0.632], [-0.749, -0.306, -0.669]], "lowdin_charge": [-0.36, -0.03, -0.20, -0.64, -0.05, 0.91, 0.08, 0.07, 0.12, 0.10], "gap_ev": 8.27, "e_above_lowest_ev": 3.806, "spin_multiplicity": 1, "homo_ev": -8.117}

=====

12.
{"formula": "C2H4FNOS", "method": "ωB97M-V/def2-TZVPD", "symbols": ["C", "C", "N", "O", "F", "S", "H", "H", "H", "H"], "coordinates": [[0.911, -0.392, -0.396], [-1.534, 0.151, 0.250], [-0.263, 0.635, -0.419], [3.260, -1.188, -0.128], [0.096, 1.841, 0.200], [2.415, -0.020, 0.011], [0.635, -1.437, -0.433], [-1.291, -0.768, 0.650], [-1.880, 1.100, 0.804], [-2.349, 0.079, -0.538]], "atomic_forces_ev_per_a": [[-3.165, 2.738, 1.209], [-0.518, 4.101, -2.585], [1.259, -2.626, -0.758], [1.039, -1.131, 0.109], [0.579, -0.316, 0.174], [-0.467, 1.289, -0.262], [-0.248, 0.037, -0.566], [-0.307, -1.631, 1.820], [0.642, -2.143, 0.173], [1.186, -0.319, 0.686]], "lowdin_charge": [-0.35, -0.04, -0.19, -0.57, -0.10, 0.91, 0.08, 0.04, 0.12, 0.10], "gap_ev": 8.91, "e_above_lowest_ev": 4.137, "spin_multiplicity": 1, "homo_ev": -9.045}

=====

The records above give, respectively, max |F| values of 4.3; 3.9; 3.5; 1.6; 2.2; 3.1; 4.4; 4.2; 4.3; 5.3; 4.2; 4.9 eV/Å.